[1]
This record from the OMol25 dataset describes a structure of composition C5H3N at a distorted geometry. The level of theory is the ωB97M-V functional and the def2-TZVPD basis.

Max |F|: 5.05 eV Å⁻¹
Multiplicity: 1
HOMO energy (alpha / beta): -7.9 / -7.9 eV
E_LUMO (alpha / beta): -0.61 / -0.75 eV
Molecular weight: 77.1 g/mol
HOMO-LUMO gap (alpha / beta): 7.34 / 7.19 eV

Structure (XYZ):
```
9
Properties=species:S:1:pos:R:3:nbo_charge:R:1
C 0.959 0.345 0.385 -0.29
C -0.136 0.592 1.285 0.04
C -1.460 0.317 1.113 -0.14
C 0.357 -0.563 -0.625 -0.51
C -0.918 -0.086 -0.349 0.44
N -1.936 0.561 -0.281 -0.27
H 1.812 0.947 0.415 0.23
H 0.806 -0.520 -1.614 0.26
H 0.515 -1.593 -0.328 0.25
```

[2]
This record from the OMol25 dataset describes a cluster of 2 separate species, C2H10N2 in total at a distorted geometry. The level of theory is the ωB97M-V functional and the def2-TZVPD basis.

Max |F|: 2.60 eV Å⁻¹
Multiplicity: 2
Total charge: +1
HOMO energy (alpha / beta): -12.9 / -12.9 eV
⟨S²⟩: 0.754
E_LUMO (alpha / beta): -3.83 / -9.15 eV
Molecular weight: 62.1 g/mol
HOMO-LUMO gap (alpha / beta): 9.07 / 3.75 eV

Structure (XYZ):
```
14
Properties=species:S:1:pos:R:3:mulliken_spin:R:1
C 2.277 0.474 1.561 0.05
N 1.932 -0.844 1.101 0.86
H 1.390 0.925 2.003 0.01
H 2.559 1.094 0.692 0.09
H 3.143 0.399 2.215 0.01
H 2.703 -1.363 0.707 -0.01
H 1.100 -0.937 0.502 -0.01
C -1.811 0.421 -1.535 0.00
N -2.356 -0.589 -0.574 0.00
H -2.548 0.804 -2.236 0.00
H -1.022 0.022 -2.175 0.00
H -1.355 1.137 -0.856 0.00
H -3.251 -0.177 -0.292 0.00
H -2.759 -1.364 -1.113 0.00
```

[3]
This record from the OMol25 dataset describes a structure of composition C23H21CaCl5NO4Si at a distorted geometry. The level of theory is the ωB97M-V functional and the def2-TZVPD basis.

Max |F|: 2.72 eV Å⁻¹
Multiplicity: 1
Total charge: -1
HOMO energy: -4.7 eV
E_LUMO: 2.48 eV
Molecular weight: 620.9 g/mol
HOMO-LUMO gap: 7.18 eV

Structure (XYZ):
```
56
Properties=species:S:1:pos:R:3:nbo_charge:R:1
Ca -0.169 -0.060 0.559 1.80
Cl 5.716 -0.264 4.910 -0.03
C 4.138 -0.049 4.179 -0.07
C 4.037 0.194 2.826 -0.23
C 2.784 0.368 2.271 -0.12
Cl 2.675 0.653 0.539 -0.04
C 1.574 0.318 3.002 0.38
O 0.406 0.496 2.467 -0.91
C 1.760 0.051 4.381 -0.12
Cl 0.342 -0.055 5.386 -0.01
C 2.999 -0.129 4.963 -0.24
H 4.920 0.239 2.203 0.24
H 3.073 -0.337 6.022 0.23
C -4.427 -1.135 -1.683 -1.13
Si -3.446 -1.088 -0.091 1.81
C -2.521 -2.695 0.027 -1.14
C -4.637 -1.051 1.353 -1.14
N -2.315 0.197 -0.045 -1.29
C -2.648 1.522 -0.196 0.15
C -3.970 2.017 -0.308 -0.29
C -4.274 3.360 -0.459 -0.19
C -3.265 4.309 -0.520 -0.29
C -1.947 3.877 -0.428 -0.28
C -1.654 2.538 -0.264 0.28
O -0.295 2.101 -0.215 -0.61
C 0.630 3.091 0.140 0.28
C 1.496 3.555 -0.821 -0.22
C 2.461 4.488 -0.464 -0.22
C 2.536 4.947 0.844 -0.23
C 1.647 4.460 1.798 -0.19
C 0.683 3.527 1.448 -0.25
H -4.996 -2.069 -1.761 0.22
H -3.734 -1.087 -2.531 0.23
H -5.129 -0.301 -1.781 0.23
H -3.238 -3.522 0.072 0.23
H -1.893 -2.759 0.922 0.24
H -1.859 -2.866 -0.827 0.25
H -5.259 -1.953 1.379 0.22
H -5.301 -0.180 1.337 0.22
H -4.061 -1.008 2.285 0.24
H -4.781 1.301 -0.255 0.20
H -5.313 3.664 -0.527 0.20
H -3.485 5.363 -0.638 0.20
H -1.142 4.601 -0.485 0.22
H 1.422 3.171 -1.831 0.22
H 3.157 4.851 -1.211 0.21
H 3.287 5.675 1.124 0.21
H 1.710 4.798 2.824 0.21
H 0.000 3.109 2.178 0.25
Cl 3.849 -2.831 0.539 -0.04
C 2.746 -2.675 -0.861 -0.30
Cl 3.202 -3.797 -2.159 -0.03
C 1.302 -2.891 -0.362 0.76
O 0.827 -4.004 -0.367 -0.63
O 0.752 -1.784 0.017 -0.94
H 2.874 -1.671 -1.237 0.22
```

[4]
This record from the OMol25 dataset describes a structure of composition C6H7HgNO4 at a distorted geometry. The level of theory is the ωB97M-V functional and the def2-TZVPD basis.

Max |F|: 14.03 eV Å⁻¹
Multiplicity: 1
Total charge: +2
HOMO energy: -17.5 eV
E_LUMO: -10.16 eV
Molecular weight: 357.7 g/mol
HOMO-LUMO gap: 7.36 eV

Structure (XYZ):
```
19
Properties=species:S:1:pos:R:3:nbo_charge:R:1
O 0.085 1.423 -5.502 -0.36
C 0.085 0.796 -4.557 0.41
Hg 0.083 -0.873 -2.043 1.60
C 1.644 -1.626 -2.542 0.28
C -1.479 -1.623 -2.542 0.29
O 2.639 -2.106 -2.859 -0.19
O -2.474 -2.102 -2.860 -0.20
C 1.201 1.097 2.060 -0.45
N -0.088 0.483 1.778 -0.31
C -1.084 0.344 2.826 -0.44
C -0.359 -0.015 0.542 0.53
O 0.450 0.078 -0.371 -0.80
H 1.283 1.424 3.118 0.26
H 1.355 1.982 1.407 0.24
H 2.014 0.358 1.874 0.24
H -2.011 0.878 2.536 0.24
H -1.318 -0.734 2.981 0.23
H -0.731 0.758 3.794 0.26
H -1.292 -0.542 0.360 0.16
```